Record 1
40
Properties=species:S:1:pos:R:3:forces:R:3:lowdin_charge:R:1 method="wB97M-V/def2-TZVPD" multiplicity=2 total_charge=-1 energy_ha=-1545.77105 gap_ev="8.20 / 9.71"
C 2.2003 0.2013 2.4320 0.1 -0.1 0.1 -0.044
C 0.9058 0.7153 1.8205 -0.2 -0.1 -0.1 -0.455
C -0.0693 1.1541 2.9463 0.0 0.0 0.0 -0.002
C 1.2480 1.8916 0.8747 0.1 0.0 -0.1 -0.134
C 0.4035 1.9579 -0.4104 0.0 0.0 0.0 -0.697
Cl 0.0171 3.7294 -0.7192 0.0 0.0 0.0 0.633
C 1.1408 1.4699 -1.6774 0.0 -0.1 0.0 -0.167
C 2.2018 0.3967 -1.4672 0.1 0.1 0.1 -0.211
F 2.5711 -0.0914 -2.7171 0.0 0.0 0.0 -0.044
C -0.9496 1.2998 -0.1622 0.0 0.0 -0.1 -0.155
C -0.8905 -0.1996 0.1672 0.0 0.0 0.3 -0.440
C -0.7687 -1.0813 -1.0676 0.1 -0.1 -0.3 -0.014
C -2.1848 -0.6285 0.9125 0.0 0.0 0.0 -0.002
N 0.2940 -0.4084 1.0514 0.0 0.0 0.1 -0.164
O 0.4499 -1.5760 1.5307 0.0 0.1 -0.1 -0.002
H 2.8438 -0.2363 1.6668 0.0 0.0 0.0 0.087
H 2.7222 1.0364 2.9059 0.0 0.0 0.0 0.091
H 2.0051 -0.5634 3.1812 0.0 0.0 0.0 0.084
H -0.8432 0.4045 3.1012 0.1 0.0 0.0 0.077
H 0.4660 1.2705 3.8902 0.0 0.1 0.0 0.081
H -0.5593 2.1013 2.7191 0.0 0.0 0.0 0.078
H 1.1220 2.8139 1.4385 0.0 0.0 0.0 0.099
H 2.3042 1.8456 0.6078 0.0 0.0 0.0 0.104
H 1.6260 2.3230 -2.1495 0.0 0.0 0.0 0.096
H 0.4132 1.0815 -2.3915 0.0 0.0 0.0 0.123
H 1.8511 -0.4416 -0.8625 0.1 0.1 -0.1 0.105
H 3.1064 0.8107 -1.0143 0.0 0.0 0.0 0.114
H -1.4227 1.8395 0.6610 0.0 0.0 0.0 0.099
H -1.5886 1.4279 -1.0379 0.0 0.0 0.0 0.130
H 0.1688 -0.9771 -1.6132 -0.2 0.0 0.1 0.072
H -1.5825 -0.8425 -1.7536 0.0 -0.1 0.0 0.100
H -0.8840 -2.1319 -0.8149 0.0 0.0 0.1 0.090
H -1.9390 -1.0898 1.8681 0.0 0.0 0.0 0.074
H -2.8536 0.2175 1.0838 0.0 0.0 0.0 0.079
H -2.7235 -1.3746 0.3286 0.0 0.0 0.0 0.085
B -2.1585 -3.6763 -3.0736 -0.1 0.0 0.1 -1.246
F -2.5416 -3.5067 -1.7154 0.0 0.0 -0.1 0.056
F -3.0891 -4.5104 -3.7166 0.0 0.0 0.0 0.076
F -2.1380 -2.4055 -3.6973 0.0 0.0 0.0 0.064
F -0.8746 -4.2469 -3.1262 0.0 0.0 0.0 0.078



Record 2
16
Properties=species:S:1:pos:R:3:forces:R:3:lowdin_charge:R:1 method="wB97M-V/def2-TZVPD" e_above_lowest_ev=6.740 total_charge=+1 energy_ha=-338.27315 gap_ev="7.34 / 7.75"
C 1.3916 -0.9668 -1.1145 -2.4 0.9 -0.7 -0.192
C 0.1546 -0.6318 -1.7935 4.9 0.8 -1.8 0.125
C 0.7536 -0.8232 1.1220 -0.7 0.7 1.9 -0.125
N 1.5957 -1.1615 0.1384 1.7 0.4 -0.9 0.056
N -0.1472 0.5599 0.9354 2.1 -0.1 -1.0 -0.168
N -1.4414 0.5014 1.2470 -0.8 0.6 0.5 0.098
N 0.0343 1.2051 -0.2243 0.2 1.1 -1.2 0.112
H 2.2210 -0.8456 -1.7465 1.5 -0.7 -0.7 0.100
H 0.2853 -0.4590 -2.8971 -0.4 0.2 1.3 0.107
H -0.7078 -1.0201 -1.4926 -3.8 -1.2 1.4 0.016
H -0.0142 -1.5330 1.3333 -0.9 -0.5 0.0 0.125
H 1.3081 -0.6547 2.0613 -0.3 0.2 -0.4 0.136
H -2.1015 0.2976 0.5319 -0.5 -0.4 -0.9 0.109
H -1.6394 0.0457 2.1054 0.0 -0.3 0.8 0.118
H 0.9955 1.6430 -0.5189 -2.4 -1.3 1.3 0.214
H -0.8456 1.7069 -0.5249 1.7 -0.3 0.4 0.169



Record 3
21
Properties=species:S:1:pos:R:3:forces:R:3:lowdin_charge:R:1 method="wB97M-V/def2-TZVPD" e_above_lowest_ev=1.066 multiplicity=2 total_charge=+1 energy_ha=-2470.88813 gap_ev="6.04 / 9.25"
Zn 1.8976 2.1278 -1.3561 1.3 1.8 -0.9 0.828
O 0.4532 1.0039 -1.2453 -1.1 -0.6 -0.6 -0.221
O 1.0349 -1.1496 -0.5738 -0.4 0.1 0.1 -0.014
C 2.4051 -1.3848 -0.8681 0.3 -0.1 -0.2 -0.125
C 3.1070 -0.4330 0.0868 0.4 -0.4 0.1 -0.125
O 2.1981 0.6702 0.1319 -0.4 -0.3 0.6 -0.193
C 0.8625 0.2103 -0.2782 -0.4 -0.8 0.2 -0.734
H 2.6269 -2.4402 -0.6803 -0.1 0.3 -0.1 0.142
H 2.6228 -1.1398 -1.9192 -0.1 -0.1 0.2 0.136
H 4.0779 -0.0793 -0.2762 -0.2 -0.1 0.1 0.137
H 3.2201 -0.8628 1.0919 -0.1 0.2 -0.2 0.139
Li -5.9731 0.2926 -0.3705 0.5 0.1 0.2 0.890
O -4.3939 1.6290 -0.0173 0.0 -0.2 -0.1 0.053
O -2.4529 0.8813 0.8898 1.0 0.0 -0.4 0.177
C -1.5352 0.0816 0.5713 -0.5 -0.6 -0.4 0.021
C -0.1431 0.3665 0.8783 0.0 0.2 1.4 0.007
O -4.2621 -0.5326 0.5287 0.1 -0.2 -0.2 0.029
C -3.8652 0.6138 0.3955 -0.9 0.2 0.1 -0.681
H -1.8281 -0.8819 0.1291 0.0 0.3 -0.1 0.184
H -0.1092 1.4233 1.2000 0.3 -0.7 0.3 0.161
H 0.0568 -0.3964 1.6817 0.1 0.8 -0.3 0.188



Record 4
54
Properties=species:S:1:pos:R:3:forces:R:3:lowdin_charge:R:1 method="wB97M-V/def2-TZVPD" smiles="Cc1nnsc1C(=O)N1CCC[C@H](N2CCN(c3cccc(C(F)(F)F)c3)CC2)C1" total_charge=0 energy_ha=-1823.33079 gap_ev=8.21
C 1.8206 4.8895 -3.5958 0.0 0.0 0.0 -0.016
C 2.6149 5.4380 -2.4670 0.3 -1.4 1.0 -0.363
N 2.8701 6.7543 -2.3603 -0.5 0.7 -1.0 -0.045
N 3.5559 7.0943 -1.3685 0.8 1.1 0.9 -0.339
S 3.9876 5.8207 -0.3970 -0.5 -0.7 -0.6 1.054
C 3.1538 4.7156 -1.4163 0.3 0.8 -0.1 -0.388
C 3.1815 3.2390 -1.2636 0.1 -0.1 -0.1 -0.479
O 3.7136 2.5532 -2.1177 0.0 -0.1 -0.2 0.078
N 2.6301 2.7306 -0.1406 0.1 0.0 0.2 -0.048
C 1.7613 3.4449 0.7651 -0.5 0.3 0.0 -0.157
H 1.8092 4.5158 0.5694 0.0 -0.1 0.1 0.093
C 0.3228 2.9480 0.6047 0.2 0.0 0.3 -0.155
H -0.3194 3.4666 1.3180 0.0 0.0 0.0 0.116
C 0.2520 1.4391 0.8278 -0.1 0.1 -0.4 -0.147
H -0.7730 1.0969 0.6758 0.0 -0.1 0.1 0.105
H 0.5430 1.2156 1.8564 0.0 -0.1 0.1 0.114
C 1.2044 0.7278 -0.1504 0.2 0.2 0.3 -0.283
N 1.2617 -0.7146 -0.1046 0.0 -0.1 -0.1 -0.139
C 0.3982 -1.4695 -0.9787 -0.3 0.0 0.0 -0.148
H 0.2390 -0.9147 -1.9039 0.0 0.0 0.0 0.123
C -0.9592 -1.8439 -0.3575 0.2 0.0 -0.2 -0.142
N -0.7176 -2.5654 0.8723 0.4 0.2 -0.3 -0.101
C -1.5743 -3.5497 1.3077 -0.5 -0.4 0.1 -0.206
C -2.8303 -3.7510 0.7244 0.1 0.0 0.1 0.043
C -3.6402 -4.7970 1.1383 0.0 -0.2 0.1 -0.127
C -3.2505 -5.6641 2.1461 -0.2 0.1 -0.2 -0.028
C -2.0099 -5.4657 2.7319 -0.1 0.0 0.0 -0.069
C -1.1877 -4.4383 2.3240 0.0 0.1 0.0 -0.015
H -0.2171 -4.3370 2.7839 0.1 0.0 0.0 0.104
H -1.6780 -6.1331 3.5124 0.1 -0.1 0.1 0.107
H -3.8938 -6.4700 2.4585 -0.1 -0.1 0.0 0.114
C -4.9825 -4.9347 0.4831 -0.4 0.1 -0.2 -0.584
F -5.8361 -3.9596 0.8639 0.1 0.1 0.1 0.135
F -4.9116 -4.8480 -0.8595 0.2 0.0 -0.1 0.134
F -5.5972 -6.0935 0.7536 0.1 -0.2 0.2 0.138
H -3.1999 -3.0908 -0.0436 0.0 0.1 -0.1 0.115
C 0.0700 -1.7870 1.8060 0.3 0.1 0.1 -0.131
H 0.2609 -2.3607 2.7107 0.0 0.0 0.0 0.111
C 1.4092 -1.3876 1.1645 -0.1 0.0 0.2 -0.147
H 1.9737 -0.7617 1.8548 0.0 0.0 0.0 0.116
H 1.9858 -2.3021 0.9820 0.0 0.0 0.1 0.129
H -0.4927 -0.8849 2.0910 0.0 0.0 0.1 0.118
H -1.4848 -2.4868 -1.0627 0.0 0.0 0.0 0.120
H -1.5626 -0.9398 -0.1811 -0.1 0.0 -0.1 0.124
H 0.9198 -2.4024 -1.2227 -0.1 0.0 -0.1 0.128
C 2.6226 1.2975 0.0529 0.0 -0.4 -0.4 -0.079
H 3.3042 0.8509 -0.6717 -0.1 0.0 0.2 0.131
H 2.9798 1.0825 1.0643 0.0 0.0 0.0 0.130
H 0.9014 0.9927 -1.1702 0.0 0.0 0.0 0.155
H -0.0258 3.1864 -0.4028 0.0 0.1 0.0 0.119
H 2.1040 3.2639 1.7904 0.0 0.1 0.0 0.134
H 2.1509 3.8788 -3.8229 0.0 0.0 -0.1 0.078
H 1.9479 5.5257 -4.4670 0.0 0.0 -0.1 0.083
H 0.7614 4.8678 -3.3385 -0.1 0.0 -0.1 0.084